ORCA calculation (ωB97M-V/def2-TZVPD) on a cluster of 2 separate species, C6H9N2 in total in a non-equilibrium geometry.

E_LUMO ... -3.26 eV
Total charge ... +1
Energy relative to the best compared isomer or geometry (same formula, charge and spin) ... 4.6303 eV

Element x y z (Å)
1 C -2.50965 1.21003 -0.25304
2 C -1.41973 -2.76806 0.42693
3 C -0.18281 0.44774 0.35464
4 C 2.08257 -0.53295 -0.44776
5 C 2.22887 0.93518 -0.08657
6 C 1.15780 0.07450 0.57832
7 N -1.21482 0.85692 0.06253
8 N -0.93260 -1.72770 0.68245
9 H -2.43352 2.07124 -0.95820
10 H -3.17352 1.69343 0.59789
11 H -1.89989 -3.62174 0.10324
12 H -2.86990 0.39881 -0.69717
13 H 1.77307 -0.72881 -1.37587
14 H 2.95321 -1.11425 -0.23344
15 H 3.02477 1.18783 0.47695
16 H 1.94551 1.74398 -0.89394
17 H 1.47065 -0.12615 1.66304